(1)
Here is a molecular structure, C68H145N7O15 in a non-equilibrium geometry from the Open Molecules 2025 dataset. Energies are from ωB97M-V/def2-TZVPD.

Cartesian coordinates (Å):
C -1.683 3.275 -6.493
C -3.129 2.956 -5.942
C -3.134 2.638 -4.524
N -4.431 2.117 -3.912
C -5.682 3.161 -4.084
C -6.928 2.659 -3.296
C -6.653 2.315 -1.747
C -5.256 1.624 -1.489
C -4.110 2.139 -2.394
C -4.803 0.759 -4.430
H -1.187 4.170 -6.117
H -1.702 3.434 -7.571
H -0.892 2.578 -6.216
H -3.606 2.207 -6.573
H -3.713 3.865 -6.081
H -2.734 3.462 -3.934
H -2.453 1.821 -4.288
H -5.448 4.098 -3.579
H -5.941 3.487 -5.091
H -7.691 3.432 -3.390
H -7.433 1.838 -3.804
H -6.667 3.178 -1.082
H -7.521 1.765 -1.384
H -5.037 1.753 -0.429
H -5.407 0.564 -1.693
H -3.785 3.124 -2.059
H -3.305 1.436 -2.180
H -5.552 0.210 -3.860
H -3.891 0.170 -4.526
H -5.187 0.982 -5.425
C 5.056 -6.087 7.531
C 3.831 -5.388 6.893
C 3.943 -3.839 7.238
N 2.706 -2.942 6.780
C 2.906 -1.490 7.455
C 4.012 -0.737 6.997
C 3.955 -0.650 5.431
C 3.704 -1.968 4.714
C 2.444 -2.832 5.316
C 1.477 -3.396 7.546
H 5.110 -7.122 7.194
H 5.102 -5.960 8.613
H 5.921 -5.486 7.251
H 2.942 -5.819 7.353
H 3.855 -5.672 5.841
H 4.792 -3.481 6.655
H 4.174 -3.786 8.302
H 3.097 -1.720 8.503
H 1.987 -0.909 7.370
H 4.878 -1.294 7.354
H 4.166 0.157 7.600
H 4.911 -0.191 5.177
H 3.154 0.081 5.319
H 4.585 -2.609 4.685
H 3.380 -1.753 3.695
H 2.382 -3.818 4.856
H 1.468 -2.350 5.255
H 1.218 -4.338 7.062
H 0.619 -2.729 7.458
H 1.723 -3.696 8.565
C 1.753 3.095 -7.108
C 3.156 2.407 -7.273
C 3.648 1.634 -5.969
N 4.769 0.545 -6.248
C 5.499 0.167 -4.866
C 4.521 -0.620 -3.876
C 3.900 -1.855 -4.512
C 3.180 -1.443 -5.854
C 4.106 -0.731 -6.832
C 5.859 1.066 -7.241
H 1.488 3.893 -7.802
H 1.471 3.219 -6.063
H 0.958 2.381 -7.321
H 3.807 3.266 -7.436
H 3.167 1.744 -8.138
H 2.841 1.114 -5.453
H 4.108 2.374 -5.314
H 5.879 1.106 -4.464
H 6.439 -0.330 -5.108
H 3.659 0.035 -3.744
H 4.937 -0.897 -2.908
H 3.266 -2.343 -3.771
H 4.679 -2.580 -4.746
H 2.281 -0.862 -5.648
H 2.909 -2.409 -6.282
H 3.483 -0.380 -7.655
H 4.834 -1.414 -7.269
H 6.604 0.315 -7.501
H 6.462 1.756 -6.651
H 5.477 1.575 -8.126
C 2.499 -1.892 -0.119
C 2.105 -0.541 0.407
C 0.626 -0.315 0.175
N 0.015 1.058 0.691
C 0.490 2.156 -0.343
C 0.230 3.580 0.037
C 0.457 3.920 1.491
C 0.159 2.783 2.459
C 0.586 1.364 2.055
C -1.544 0.963 0.879
H 2.615 -1.918 -1.202
H 1.867 -2.709 0.230
H 3.480 -2.121 0.299
H 2.640 0.187 -0.204
H 2.378 -0.420 1.455
H -0.008 -1.020 0.713
H 0.262 -0.577 -0.819
H 1.563 2.024 -0.486
H 0.060 1.806 -1.281
H 0.739 4.260 -0.646
H -0.816 3.826 -0.140
H 1.497 4.168 1.701
H -0.099 4.830 1.718
H 0.590 3.031 3.429
H -0.876 2.679 2.784
H 1.673 1.424 1.997
H 0.324 0.590 2.777
H -1.722 0.583 -0.127
H -1.985 1.958 0.929
H -1.839 0.220 1.620
C 0.452 -3.785 -2.758
C -0.505 -3.814 -1.570
C -2.107 -3.761 -1.931
N -2.998 -3.422 -0.624
C -2.605 -4.271 0.623
C -3.650 -4.441 1.655
C -5.008 -4.866 1.079
C -5.495 -3.873 0.021
C -4.426 -3.759 -1.089
C -3.039 -1.906 -0.296
H 0.269 -2.812 -3.212
H 0.179 -4.502 -3.532
H 1.481 -3.827 -2.399
H -0.086 -3.036 -0.932
H -0.235 -4.692 -0.984
H -2.213 -4.798 -2.250
H -2.392 -3.031 -2.689
H -2.393 -5.220 0.131
H -1.704 -3.852 1.070
H -3.295 -5.113 2.436
H -3.813 -3.458 2.097
H -5.009 -5.888 0.699
H -5.773 -4.875 1.856
H -6.517 -4.141 -0.249
H -5.680 -2.913 0.503
H -4.522 -4.650 -1.710
H -4.640 -3.039 -1.879
H -2.005 -1.596 -0.447
H -3.346 -1.702 0.729
H -3.640 -1.384 -1.040
C 2.396 11.893 0.219
C 2.199 10.486 0.795
C 0.851 10.454 1.637
N 0.598 9.064 2.329
C -0.820 9.194 3.092
C -2.021 9.107 2.250
C -1.914 7.850 1.360
C -0.626 7.842 0.512
C 0.507 7.710 1.514
C 1.547 8.868 3.503
H 1.552 12.151 -0.421
H 3.310 11.901 -0.375
H 2.416 12.680 0.973
H 3.128 10.428 1.361
H 2.229 9.715 0.026
H -0.059 10.666 1.075
H 0.894 11.195 2.436
H -0.928 10.179 3.545
H -0.747 8.288 3.695
H -1.953 10.015 1.650
H -3.019 9.192 2.681
H -2.776 7.903 0.694
H -1.978 6.929 1.940
H -0.627 8.822 0.035
H -0.446 7.092 -0.258
H 1.455 7.828 0.990
H 0.471 6.876 2.215
H 2.539 8.834 3.052
H 1.341 8.104 4.253
H 1.567 9.846 3.983
C 2.573 -5.604 1.591
C 1.726 -6.568 0.755
C 0.444 -6.770 1.573
N -0.475 -7.918 1.128
C 0.438 -9.161 1.196
C -0.345 -10.467 0.876
C -1.692 -10.553 1.728
C -2.508 -9.283 1.746
C -1.711 -8.041 2.095
C -0.958 -7.692 -0.329
H 3.192 -6.017 2.387
H 1.959 -4.847 2.079
H 3.354 -5.136 0.991
H 2.307 -7.491 0.757
H 1.435 -6.290 -0.258
H -0.189 -5.883 1.546
H 0.716 -6.954 2.613
H 1.051 -9.189 2.097
H 1.162 -9.027 0.392
H 0.316 -11.299 1.117
H -0.599 -10.471 -0.184
H -1.408 -10.930 2.710
H -2.403 -11.188 1.200
H -3.222 -9.267 2.570
H -3.137 -9.095 0.876
H -1.177 -7.992 3.044
H -2.428 -7.231 1.964
H -1.586 -8.551 -0.568
H -0.110 -7.763 -1.010
H -1.373 -6.698 -0.494
O 3.382 6.054 2.252
C 3.933 5.665 1.072
O 5.144 5.279 1.329
O 3.299 5.843 0.062
H 4.314 5.899 2.423
O -0.953 -0.622 -4.894
C -0.443 -0.202 -3.703
O 0.764 0.028 -3.711
O -1.133 -0.091 -2.680
H -0.116 -0.427 -5.324
O -3.177 6.450 -3.088
C -2.662 5.786 -2.099
O -3.351 5.828 -1.070
O -1.716 4.998 -2.338
H -2.596 6.070 -3.752
O -2.184 -2.851 3.909
C -0.969 -2.300 3.601
O -0.858 -1.287 4.307
O -0.214 -2.517 2.616
H -2.186 -2.099 4.506
O -4.911 -1.168 3.246
C -5.395 -0.336 2.314
O -4.713 0.700 2.141
O -6.452 -0.564 1.705
H -4.169 -0.561 3.208

Properties
- Relative energy (zero: lowest compared OMol25 entry of this formula, charge and spin): 610.8 kJ/mol
- Charge: +2

(2)
Here is a molecular structure, C56H53IN4O5P3S3Sc in a non-equilibrium geometry from the Open Molecules 2025 dataset. Energies are from ωB97M-V/def2-TZVPD.

Cartesian coordinates (Å):
Sc 0.810 -0.093 -1.114
O -1.879 3.256 1.235
S -1.500 1.875 1.625
C -2.939 1.221 2.511
C -3.904 2.135 2.920
C -4.990 1.693 3.654
C -5.109 0.342 3.963
C -4.174 -0.567 3.504
C -3.076 -0.140 2.757
P -1.927 -1.350 1.974
C -3.273 -2.357 1.210
C -3.944 -1.652 0.204
C -4.958 -2.239 -0.529
C -5.313 -3.559 -0.281
C -4.665 -4.264 0.718
C -3.652 -3.669 1.465
C -1.319 -2.180 3.501
C -0.905 -1.327 4.531
C -0.302 -1.825 5.672
C -0.102 -3.192 5.814
C -0.500 -4.048 4.800
C -1.082 -3.545 3.642
C -0.379 2.086 3.044
C -0.866 2.657 4.217
C -0.002 3.042 5.221
C 1.363 2.885 5.047
C 1.853 2.332 3.882
C 1.001 1.912 2.855
P 1.818 1.341 1.269
C 2.531 2.975 0.832
C 1.769 4.125 1.035
C 2.261 5.365 0.653
C 3.512 5.468 0.065
C 4.259 4.324 -0.174
C 3.764 3.082 0.191
C 3.197 0.402 2.058
C 4.469 0.897 2.337
C 5.398 0.106 3.001
C 5.068 -1.178 3.405
C 3.790 -1.665 3.168
C 2.865 -0.880 2.497
H -3.792 3.172 2.630
H -5.748 2.395 3.975
H -5.959 -0.003 4.538
H -4.309 -1.623 3.704
H -3.656 -0.626 -0.007
H -5.464 -1.673 -1.301
H -6.091 -4.031 -0.866
H -4.942 -5.290 0.926
H -3.193 -4.248 2.250
H -1.057 -0.257 4.437
H 0.019 -1.145 6.452
H 0.364 -3.585 6.708
H -0.352 -5.116 4.900
H -1.338 -4.235 2.852
H -1.926 2.804 4.344
H -0.392 3.480 6.131
H 2.050 3.218 5.815
H 2.921 2.245 3.757
H 0.786 4.061 1.486
H 1.660 6.251 0.809
H 3.900 6.438 -0.219
H 5.218 4.390 -0.671
H 4.331 2.193 -0.050
H 4.747 1.901 2.055
H 6.383 0.503 3.211
H 5.799 -1.791 3.917
H 3.510 -2.654 3.513
H 1.865 -1.255 2.324
O 1.542 -1.575 -0.012
N 1.373 -2.885 -0.196
C 2.166 -3.723 0.505
C 2.046 -5.076 0.378
C 1.069 -5.587 -0.486
C 0.271 -4.721 -1.188
C 0.425 -3.328 -1.068
S -0.491 -2.222 -1.980
H 2.883 -3.237 1.150
H 2.697 -5.723 0.946
H 0.951 -6.656 -0.602
H -0.492 -5.069 -1.869
O -7.086 3.463 -7.169
S -5.725 2.975 -7.137
O -5.584 1.582 -6.764
O -4.869 3.407 -8.229
C -4.943 3.892 -5.750
N -5.116 5.214 -5.673
C -4.470 5.838 -4.701
C -3.648 5.178 -3.795
C -3.525 3.810 -3.968
N -4.172 3.178 -4.944
C -2.686 2.928 -3.123
C -2.791 1.546 -3.295
C -1.983 0.717 -2.558
N -1.066 1.163 -1.677
C -0.986 2.492 -1.504
C -1.771 3.395 -2.186
H -4.612 6.912 -4.638
H -3.155 5.719 -2.999
H -3.493 1.161 -4.024
H -2.059 -0.356 -2.674
H -0.248 2.850 -0.798
H -1.642 4.450 -1.991
I 2.224 1.904 -2.582
C 2.191 -4.089 -3.988
C 3.177 -3.387 -3.049
P 2.831 -1.579 -2.791
C 4.396 -1.134 -1.893
C 5.696 -1.198 -2.691
C 3.090 -0.973 -4.519
C 1.748 -0.826 -5.247
H 2.318 -5.171 -3.931
H 2.362 -3.791 -5.022
H 1.157 -3.852 -3.736
H 4.186 -3.475 -3.452
H 3.173 -3.868 -2.066
H 4.440 -1.805 -1.028
H 4.256 -0.125 -1.502
H 5.890 -2.199 -3.076
H 6.539 -0.920 -2.057
H 5.669 -0.506 -3.532
H 3.741 -1.673 -5.049
H 3.585 -0.005 -4.478
H 1.230 -1.782 -5.338
H 1.895 -0.420 -6.248
H 1.092 -0.145 -4.705

Properties
- Relative energy (zero: lowest compared OMol25 entry of this formula, charge and spin): 323.9 kJ/mol

(3)
Here is 2 unconnected molecules or ions with the total composition C5H8O4 in a non-equilibrium geometry from the Open Molecules 2025 dataset. Energies are from ωB97M-V/def2-TZVPD.

Cartesian coordinates (Å):
C -1.176 -1.775 -1.101
C -0.475 -2.504 -2.197
O 0.026 -3.634 -2.023
O -0.387 -1.956 -3.319
H -2.081 -2.326 -0.857
H -1.181 -0.727 -1.432
H -0.545 -1.703 -0.206
C 0.670 1.392 0.562
C -0.069 0.550 1.602
C 1.381 2.694 1.022
O 0.935 3.255 2.044
O 2.342 3.056 0.303
H 1.460 0.780 0.106
H -0.031 1.767 -0.203
H -1.158 0.502 1.472
H 0.135 1.143 2.509
H 0.154 -0.513 1.716

Properties
- Multiplicity: 2
- Relative energy (zero: lowest compared OMol25 entry of this formula, charge and spin): 57.8 kJ/mol
- Charge: -1

(4)
Here is a molecular structure, C4H12IN2 in a non-equilibrium geometry from the Open Molecules 2025 dataset. Energies are from ωB97M-V/def2-TZVPD.

Cartesian coordinates (Å):
C -1.114 1.508 0.714
C 0.875 -1.447 -1.273
C -0.501 0.714 -0.522
C 0.510 -0.366 -0.316
N 1.244 -0.210 0.758
N 0.573 1.459 -1.089
I -1.343 -2.664 1.856
H -0.389 1.970 1.277
H -1.520 0.803 1.453
H -1.709 2.401 0.428
H 1.704 -1.937 -0.975
H 1.038 -1.079 -2.189
H 0.030 -2.020 -1.280
H -1.202 0.289 -1.167
H 0.972 0.452 1.454
H 2.212 -0.544 0.778
H 0.262 2.003 -1.855
H -2.829 -3.216 2.372
H 1.188 1.886 -0.423

Properties
- Relative energy (zero: lowest compared OMol25 entry of this formula, charge and spin): 145.9 kJ/mol
- Charge: +1

(5)
Here is a molecular structure, C4H3NO2 from the Open Molecules 2025 dataset. Energies are from ωB97M-V/def2-TZVPD.

Cartesian coordinates (Å):
O -1.404 -1.091 0.695
C -2.126 0.048 0.774
C -0.305 -0.468 0.177
N -0.162 -0.269 -1.085
C 1.070 0.359 -1.149
C 1.566 0.502 0.096
O 0.665 -0.048 0.978
H -3.131 -0.240 0.425
H 1.506 0.631 -2.098
H 2.461 0.918 0.526

Properties
- Relative energy (zero: lowest compared OMol25 entry of this formula, charge and spin): 470.9 kJ/mol

(6)
Here is 2 unconnected molecules or ions with the total composition C2H5ClO2S in a non-equilibrium geometry from the Open Molecules 2025 dataset. Energies are from ωB97M-V/def2-TZVPD.

Cartesian coordinates (Å):
C -0.944 -1.309 -0.569
C 1.441 1.106 0.787
O -1.326 1.345 -0.888
O -1.191 -0.657 0.645
S -1.067 0.993 0.488
Cl 2.399 0.014 -0.176
H -1.416 -0.816 -1.345
H -1.256 -2.349 -0.400
H 0.166 -1.334 -0.791
H 1.383 2.111 0.528
H 1.812 0.897 1.720

Properties
- Relative energy (zero: lowest compared OMol25 entry of this formula, charge and spin): 201.7 kJ/mol

(7)
Here is 3 unconnected molecules or ions with the total composition C5H12O from the Open Molecules 2025 dataset. Energies are from ωB97M-V/def2-TZVPD.

Cartesian coordinates (Å):
C 0.079 -1.770 -0.158
C -0.160 -1.264 -1.367
C -1.153 -0.179 -1.661
H 0.809 -2.560 -0.001
H -0.464 -1.420 0.718
H 0.399 -1.651 -2.220
H -1.645 0.166 -0.745
H -0.662 0.686 -2.122
H -1.922 -0.533 -2.357
C 1.819 0.891 -0.435
O 1.122 1.863 -0.599
H 2.378 0.423 -1.268
H 1.946 0.415 0.556
C -0.551 0.971 2.314
H -0.597 1.679 3.146
H 0.128 0.155 2.577
H -1.550 0.565 2.132
H -0.190 1.482 1.416

Properties
- Relative energy (zero: lowest compared OMol25 entry of this formula, charge and spin): 175.6 kJ/mol

(8)
Here is a single C4H10N2O molecule in a non-equilibrium geometry from the Open Molecules 2025 dataset. Energies are from ωB97M-V/def2-TZVPD.

Cartesian coordinates (Å):
C 0.652 0.021 1.070
N -0.741 -0.079 0.907
C -1.394 1.027 -0.069
N -2.744 1.321 0.506
O -1.334 0.628 -1.282
C 1.681 -0.862 0.088
C 1.230 -1.139 -1.351
H 0.954 1.061 0.904
H 0.873 -0.105 2.169
H -0.829 1.980 0.088
H -3.414 0.868 -0.109
H -2.723 0.664 1.290
H 1.915 -1.719 0.717
H 2.585 -0.248 0.073
H 0.177 -0.850 -1.416
H 1.324 -2.175 -1.656
H 1.788 -0.394 -1.928

Properties
- Relative energy (zero: lowest compared OMol25 entry of this formula, charge and spin): 669.1 kJ/mol